(1)
DFT (ωB97M-V/def2-TZVPD) results for a molecular structure, C2H5NS.

```
! wB97M-V def2-TZVPD RIJCOSX def2/J DEFGRID3
* xyz 0 1
C -1.09 0.93 0.07
C 0.25 0.24 -0.06
H -1.28 1.66 -0.71
H -1.98 0.18 -0.12
H -0.95 1.42 1.10
H 1.02 0.80 -0.53
H 1.92 -2.73 0.22
N 0.26 -1.00 0.28
S 1.85 -1.51 -0.24
*
```

LUMO (eV): 0.967
Max |F| (eV/A): 3.751

---

(2)
DFT (ωB97M-V/def2-TZVPD) results for 2 unconnected molecules or ions with the total composition C2H10NOS.

```
! wB97M-V def2-TZVPD RIJCOSX def2/J DEFGRID3
* xyz 1 1
C -1.01 -0.28 -0.04
C -0.75 0.67 1.09
S -2.32 1.06 1.99
N 0.28 -0.90 -0.51
H -1.74 -1.02 0.28
H -1.37 0.23 -0.93
H -0.09 0.26 1.86
H -0.31 1.62 0.82
H -2.49 -0.19 2.42
H 0.17 -1.57 -1.26
H 1.01 -0.20 -0.86
H 0.67 -1.37 0.31
H 2.69 -0.07 -2.22
H 2.90 1.28 -1.46
O 2.36 0.48 -1.50
*
```

LUMO (eV): -3.546
Max |F| (eV/A): 1.536

---

Asked for energy relative to the best compared isomer or geometry (same formula, charge and spin) across the records above, the calculation gives 35.82, 2.55 kcal/mol in order.
Asked for gap between HOMO and LUMO across the records above, the calculation gives 0.3574, 0.3429 Eh in order.